Density functional theory data (ωB97M-V/def2-TZVPD) for C33H30N6NaO6 as an isolated structure.

CARTESIAN COORDINATES (ANGSTROEM)
1 Na 0.19 0.28 -0.22
2 O 1.06 -2.21 8.07
3 C 0.97 -1.18 7.19
4 O 1.24 -0.07 7.56
5 C 0.52 -1.52 5.81
6 C 0.83 -0.62 4.78
7 C 0.44 -0.88 3.48
8 C -0.30 -2.02 3.19
9 C -0.62 -2.92 4.21
10 C -0.21 -2.66 5.51
11 N -0.68 -2.26 1.86
12 C -1.86 -2.02 1.50
13 C -2.32 -2.13 0.09
14 C -3.68 -2.25 -0.15
15 C -4.12 -2.30 -1.46
16 C -3.20 -2.18 -2.48
17 C -1.86 -2.04 -2.14
18 N -1.42 -2.02 -0.89
19 H 0.91 -3.04 7.61
20 H 1.39 0.27 5.03
21 H 0.70 -0.20 2.68
22 H -1.19 -3.81 3.98
23 H -0.50 -3.36 6.28
24 H -2.62 -1.65 2.20
25 H -4.37 -2.29 0.68
26 H -5.18 -2.39 -1.68
27 H -3.50 -2.17 -3.52
28 H -1.11 -1.91 -2.91
29 C 2.52 -1.96 -5.07
30 C 1.19 -1.80 -4.32
31 C 0.48 -0.49 -4.60
32 C -0.16 -0.33 -5.83
33 C -0.86 0.81 -6.14
34 C -0.94 1.83 -5.19
35 C -0.32 1.72 -3.96
36 C -0.43 2.85 -2.96
37 C 0.87 3.65 -2.79
38 C 0.42 0.56 -3.66
39 N 1.00 0.43 -2.38
40 C 2.27 0.22 -2.29
41 C 3.00 -0.08 -1.09
42 C 4.37 -0.40 -1.05
43 C 4.65 -0.69 0.29
44 C 3.42 -0.52 0.97
45 N 2.43 -0.15 0.16
46 H 2.93 -2.96 -4.93
47 H 3.25 -1.24 -4.71
48 H 2.38 -1.79 -6.14
49 H 1.35 -1.93 -3.26
50 H 0.52 -2.62 -4.64
51 H -0.11 -1.15 -6.55
52 H -1.37 0.91 -7.09
53 H -1.50 2.73 -5.42
54 H -0.74 2.45 -1.99
55 H -1.22 3.52 -3.28
56 H 1.70 3.00 -2.52
57 H 0.75 4.40 -2.00
58 H 1.13 4.17 -3.72
59 H 2.89 0.27 -3.19
60 H 5.05 -0.43 -1.89
61 H 5.59 -0.98 0.72
62 H 3.25 -0.65 2.04
63 O -3.41 3.69 4.63
64 C -3.01 2.76 3.71
65 O -3.81 1.99 3.28
66 C -1.58 2.79 3.35
67 C -0.52 3.19 4.14
68 N 0.58 3.02 3.39
69 N 0.32 2.51 2.17
70 C -0.99 2.37 2.13
71 C -1.63 1.77 0.89
72 O -2.14 2.53 0.07
73 O -1.49 0.50 0.83
74 H -2.69 4.31 4.78
75 H -0.47 3.54 5.16
76 H 1.53 3.17 3.67

Computed properties:
Energy above the lowest of the compared OMol25 structures with the same formula, charge and spin (kcal/mol): 1.1
HOMO level (eV): -4.487
Frontier orbital gap (eV): 6.6
Total charge: -1

***

Density functional theory data (ωB97M-V/def2-TZVPD) for a 4-piece molecular cluster, C4H11NO3 overall.

CARTESIAN COORDINATES (ANGSTROEM)
1 C -0.64 0.87 -0.18
2 C -0.83 -0.32 -0.98
3 C -2.12 -0.81 -0.61
4 N -2.70 0.17 0.19
5 C -1.78 1.15 0.54
6 H 0.22 1.49 -0.34
7 H -0.13 -0.82 -1.65
8 H -2.74 -1.62 -1.08
9 H -3.71 0.26 0.29
10 H -2.12 2.16 0.89
11 O 2.88 -0.29 0.70
12 H 3.06 -1.18 0.29
13 H 2.06 -0.42 1.30
14 O 2.55 0.89 -1.85
15 H 3.41 1.41 -1.63
16 H 2.33 0.55 -0.96
17 O 0.45 -1.05 1.77
18 H -0.02 -1.99 1.93
19 H -0.18 -0.45 1.38

Computed properties:
Energy above the lowest of the compared OMol25 structures with the same formula, charge and spin (kcal/mol): 46.6
SMILES: c1cc[nH]c1.O.O.O
HOMO level (eV): -8.821
Frontier orbital gap (eV): 9.5

***

Density functional theory data (ωB97M-V/def2-TZVPD) for C14H14AgCl3N2O3P as an isolated structure.

CARTESIAN COORDINATES (ANGSTROEM)
1 C 3.61 1.70 0.33
2 C 4.46 0.38 -0.17
3 N 5.79 0.30 0.28
4 C 3.93 -0.81 -1.17
5 C 2.28 -0.97 -1.18
6 C 1.38 -1.14 -2.58
7 C -0.29 -1.17 -2.57
8 C -1.01 -0.78 -1.16
9 C -0.13 -0.53 0.20
10 C 1.46 -0.93 0.28
11 P 2.23 -1.36 1.98
12 O 3.21 -2.81 1.66
13 Cl 0.75 -2.09 3.36
14 C -1.12 0.22 1.33
15 O -0.75 0.69 2.52
16 N -2.42 0.24 0.56
17 C -3.65 0.78 1.24
18 Cl -4.99 -0.47 1.54
19 C -4.21 2.16 0.48
20 C -5.07 1.86 -0.88
21 Cl -2.65 3.07 -0.08
22 C -2.58 -0.53 -0.73
23 O -3.65 -0.98 -1.40
24 H 4.26 2.65 0.11
25 H 3.43 1.63 1.49
26 H 2.56 1.82 -0.20
27 H 6.14 -0.59 -0.18
28 H 4.44 -1.85 -1.01
29 H 4.23 -0.46 -2.27
30 H 1.96 -1.29 -3.58
31 H -0.94 -1.40 -3.52
32 H 2.54 -3.56 1.83
33 H -3.31 1.16 2.32
34 H -4.81 2.86 1.20
35 H -5.69 0.87 -0.86
36 H -5.72 2.80 -1.22
37 H -4.27 1.72 -1.76
38 Ag -1.42 -3.17 3.84

Computed properties:
HOMO level (eV): -11.960
Frontier orbital gap (eV): 6.0
Total charge: +1

***

Density functional theory data (ωB97M-V/def2-TZVPD) for C8H10N2OS2 as an isolated structure.

CARTESIAN COORDINATES (ANGSTROEM)
1 C 0.50 2.31 -0.54
2 C 1.49 1.46 0.17
3 C 0.46 -0.49 1.62
4 C -0.15 -1.28 0.51
5 C 0.60 -2.10 -0.24
6 C -0.06 -2.61 -1.37
7 C -1.27 -2.19 -1.69
8 C -1.49 -0.96 0.14
9 H -0.77 2.38 0.91
10 H -0.01 1.62 -1.44
11 H 1.01 3.21 -1.13
12 H 2.29 2.25 0.34
13 H 2.00 0.79 -0.53
14 H 1.21 1.34 2.22
15 H 1.59 -2.19 -0.01
16 H 0.66 -3.17 -1.93
17 H -1.83 -2.69 -2.45
18 H -2.80 1.16 -0.09
19 N 0.96 0.76 1.40
20 N -2.09 -1.47 -0.90
21 O -0.20 3.06 0.54
22 S 0.32 -1.36 3.18
23 S -2.41 0.15 1.28

Computed properties:
Energy above the lowest of the compared OMol25 structures with the same formula, charge and spin (kcal/mol): 81.7
HOMO level (eV): -8.311
Frontier orbital gap (eV): 8.0

***

Density functional theory data (ωB97M-V/def2-TZVPD) for a 5-piece molecular cluster, C2H13O4S overall.

CARTESIAN COORDINATES (ANGSTROEM)
1 C 1.54 -2.50 0.17
2 C 0.17 -1.83 -0.10
3 S 0.36 -0.35 -1.18
4 H 2.11 -1.86 0.82
5 H 2.06 -2.65 -0.79
6 H 1.41 -3.44 0.71
7 H -0.20 -1.49 0.86
8 H -0.51 -2.54 -0.56
9 H 1.97 1.20 -2.79
10 H 1.21 2.23 -3.65
11 O 2.10 1.92 -3.43
12 H -1.69 1.24 3.04
13 H -2.06 0.23 4.15
14 O -2.15 1.16 3.89
15 H -1.29 0.44 1.35
16 H -0.05 0.82 0.68
17 O -0.68 1.19 1.36
18 H -1.92 2.15 -0.92
19 H -0.88 1.65 -1.86
20 O -1.48 2.41 -1.74

Computed properties:
Energy above the lowest of the compared OMol25 structures with the same formula, charge and spin (kcal/mol): 11.7
HOMO level (eV): -3.776
Frontier orbital gap (eV): 7.1
Total charge: -1

***

Density functional theory data (ωB97M-V/def2-TZVPD) for a 2-piece molecular cluster, C5H14 overall.

CARTESIAN COORDINATES (ANGSTROEM)
1 C 0.67 -0.37 2.29
2 C -0.48 -1.28 2.50
3 C 1.04 0.01 0.91
4 H 1.49 -0.50 3.04
5 H 0.40 0.69 2.71
6 H -0.58 -1.54 3.55
7 H -1.40 -0.76 2.15
8 H 2.01 0.53 0.87
9 H 0.36 0.73 0.41
10 H -0.45 -2.15 1.82
11 H 0.97 -0.87 0.25
12 C 0.02 1.24 -2.55
13 C -1.01 0.12 -2.55
14 H 0.24 1.61 -1.55
15 H 0.93 1.02 -3.10
16 H -0.40 2.08 -3.10
17 H -2.02 0.52 -2.55
18 H -0.91 -0.55 -1.69
19 H -0.88 -0.53 -3.41

Computed properties:
Energy above the lowest of the compared OMol25 structures with the same formula, charge and spin (kcal/mol): 6.0
HOMO level (spin up / spin down) (eV): -14.866 / -14.861
Frontier orbital gap (spin up / spin down) (eV): 11.5 / 4.2
2S+1: 2
Total charge: +1

***

Density functional theory data (ωB97M-V/def2-TZVPD) for C23H18Cl3N3O2RhSi as an isolated structure.

CARTESIAN COORDINATES (ANGSTROEM)
1 Rh 1.50 -0.36 -0.03
2 O 1.19 1.67 0.04
3 C 0.71 2.28 1.07
4 C 0.24 3.62 0.87
5 C -0.34 4.36 1.86
6 C -0.47 3.84 3.16
7 C 0.00 2.58 3.40
8 C 0.59 1.77 2.41
9 C 1.02 0.46 2.84
10 N 1.51 -0.44 2.07
11 C 1.83 -1.77 2.57
12 C 2.32 -2.64 1.39
13 N 1.50 -2.31 0.22
14 C 1.00 -3.25 -0.44
15 C 0.03 -3.08 -1.54
16 C -0.03 -4.07 -2.51
17 C -0.90 -4.01 -3.58
18 C -1.75 -2.92 -3.70
19 C -1.74 -1.93 -2.74
20 C -0.85 -2.01 -1.66
21 O -0.92 -1.13 -0.63
22 H 0.35 4.01 -0.14
23 H -0.70 5.36 1.64
24 H -0.93 4.43 3.95
25 H -0.08 2.16 4.40
26 H 0.91 0.25 3.91
27 H 0.93 -2.22 3.01
28 H 2.61 -1.72 3.34
29 H 2.24 -3.70 1.66
30 H 3.37 -2.41 1.17
31 H 1.33 -4.26 -0.24
32 H 0.65 -4.91 -2.42
33 H -0.91 -4.80 -4.32
34 H -2.44 -2.85 -4.53
35 H -2.43 -1.10 -2.80
36 Cl 5.08 0.10 0.11
37 Si 3.40 -0.29 -1.16
38 Cl 4.09 -2.16 -2.03
39 Cl 3.87 1.07 -2.75
40 N -3.67 4.99 -0.57
41 C -3.23 3.93 -0.60
42 C -2.67 2.60 -0.65
43 C -1.77 2.26 -1.66
44 C -1.21 1.00 -1.70
45 C -1.55 0.08 -0.72
46 C -2.44 0.41 0.30
47 C -2.99 1.68 0.34
48 H -1.50 3.00 -2.40
49 H -0.47 0.74 -2.44
50 H -2.65 -0.32 1.07
51 H -3.67 1.96 1.14

Computed properties:
Energy above the lowest of the compared OMol25 structures with the same formula, charge and spin (kcal/mol): 57.5
HOMO level (spin up / spin down) (eV): -3.109 / -3.104
Frontier orbital gap (spin up / spin down) (eV): 5.5 / 5.5
Total charge: -1

***

Density functional theory data (ωB97M-V/def2-TZVPD) for C7H9BO4 in the gas phase.

CARTESIAN COORDINATES (ANGSTROEM)
1 B -1.66 -0.36 0.59
2 C 2.50 0.00 -0.64
3 C 1.99 -1.22 -0.73
4 C 1.87 1.13 -0.19
5 C 0.67 -1.41 -0.24
6 C 0.49 1.02 0.24
7 C -0.06 -0.21 0.18
8 C -2.08 0.19 -0.81
9 O -2.06 0.73 1.57
10 O -2.24 -1.59 0.90
11 O -2.24 1.52 -0.73
12 O -2.18 -0.37 -2.02
13 H 3.54 0.15 -0.84
14 H 2.65 -2.04 -0.97
15 H 2.42 2.06 -0.18
16 H 0.16 -2.39 -0.31
17 H -0.03 1.92 0.28
18 H -3.02 0.63 1.77
19 H -2.17 -1.88 1.82
20 H -2.22 1.69 0.33
21 H -2.45 0.30 -2.80

Computed properties:
Energy above the lowest of the compared OMol25 structures with the same formula, charge and spin (kcal/mol): 20.7
HOMO level (eV): -8.789
Frontier orbital gap (eV): 9.1

***

Density functional theory data (ωB97M-V/def2-TZVPD) for a 9-piece molecular cluster, C41H48F9NO26S overall.

CARTESIAN COORDINATES (ANGSTROEM)
1 C -4.86 6.85 -2.80
2 C -4.71 5.38 -2.58
3 C -5.11 4.44 -3.52
4 C -4.98 3.08 -3.30
5 C -4.43 2.64 -2.11
6 C -4.01 3.57 -1.16
7 C -4.15 4.92 -1.39
8 C -3.38 3.08 0.11
9 O -3.34 3.78 1.10
10 C -2.78 1.72 0.07
11 C -1.69 1.40 1.06
12 C -0.34 1.73 0.42
13 C 0.87 1.12 1.15
14 C 2.06 0.97 0.19
15 C 2.21 -0.44 -0.31
16 F 1.11 -0.90 -0.93
17 F 2.43 -1.26 0.77
18 C 3.45 -0.76 -1.20
19 F 4.55 -0.54 -0.48
20 F 3.43 -2.06 -1.52
21 S 3.64 0.23 -2.81
22 F 4.09 1.49 -1.96
23 F 5.15 -0.26 -2.91
24 F 3.20 -1.01 -3.71
25 F 2.14 0.71 -2.77
26 F 3.85 1.07 -4.12
27 C -3.21 0.83 -0.84
28 N -2.73 -0.47 -0.94
29 C -4.28 1.20 -1.81
30 O -4.98 0.35 -2.33
31 H -5.35 7.05 -3.75
32 H -3.91 7.37 -2.73
33 H -5.52 7.25 -2.02
34 H -5.54 4.79 -4.45
35 H -5.29 2.37 -4.04
36 H -3.82 5.61 -0.62
37 H -1.87 1.99 1.96
38 H -1.72 0.35 1.35
39 H -0.22 2.81 0.31
40 H -0.36 1.31 -0.59
41 H 0.61 0.18 1.62
42 H 1.20 1.83 1.91
43 H 2.99 1.24 0.69
44 H 1.91 1.66 -0.64
45 H -2.70 -0.91 -0.03
46 H -3.39 -1.01 -1.50
47 O 2.23 3.04 5.33
48 C 3.19 2.79 4.68
49 O 3.36 3.09 3.38
50 C 4.73 2.84 3.02
51 C 5.15 1.83 4.07
52 O 4.29 2.16 5.17
53 H 4.79 2.47 2.01
54 H 5.28 3.78 3.10
55 H 4.94 0.80 3.76
56 H 6.19 1.91 4.37
57 O 1.04 -4.27 -9.03
58 C 1.24 -3.73 -7.99
59 O 2.23 -2.84 -7.77
60 C 2.02 -2.24 -6.49
61 C 1.19 -3.29 -5.78
62 O 0.51 -3.93 -6.87
63 H 2.98 -2.05 -6.01
64 H 1.48 -1.31 -6.62
65 H 1.80 -4.04 -5.27
66 H 0.47 -2.88 -5.08
67 O -1.39 -1.65 3.16
68 C -0.66 -2.57 2.93
69 O -0.60 -3.71 3.64
70 C 0.22 -4.65 2.93
71 C 1.06 -3.74 2.06
72 O 0.21 -2.60 1.90
73 H 0.80 -5.24 3.62
74 H -0.44 -5.29 2.34
75 H 1.98 -3.43 2.56
76 H 1.31 -4.16 1.09
77 O 4.02 -9.88 -6.78
78 C 3.49 -8.98 -7.34
79 O 4.14 -8.00 -8.03
80 C 3.16 -7.24 -8.75
81 C 1.91 -7.48 -7.94
82 O 2.15 -8.78 -7.38
83 H 3.45 -6.20 -8.79
84 H 3.09 -7.63 -9.76
85 H 1.78 -6.76 -7.14
86 H 1.01 -7.49 -8.55
87 O -3.85 -0.55 1.95
88 C -4.33 -0.77 3.01
89 O -4.98 -1.90 3.34
90 C -5.20 -1.91 4.75
91 C -5.15 -0.43 5.08
92 O -4.30 0.08 4.06
93 H -6.15 -2.38 4.98
94 H -4.39 -2.47 5.22
95 H -6.13 0.05 4.99
96 H -4.73 -0.21 6.06
97 O 3.09 -4.61 4.78
98 C 4.09 -4.80 4.17
99 O 4.28 -4.42 2.88
100 C 5.66 -4.61 2.55
101 C 6.09 -5.65 3.56
102 O 5.19 -5.41 4.65
103 H 5.75 -4.93 1.52
104 H 6.18 -3.66 2.68
105 H 5.93 -6.67 3.20
106 H 7.12 -5.54 3.90
107 O -7.78 5.85 -3.01
108 C -8.52 6.75 -3.21
109 O -9.74 6.65 -3.80
110 C -10.43 7.89 -3.66
111 C -9.28 8.87 -3.47
112 O -8.27 8.04 -2.88
113 H -11.03 8.09 -4.54
114 H -11.07 7.84 -2.78
115 H -8.90 9.26 -4.42
116 H -9.52 9.70 -2.81
117 O 7.16 0.04 9.66
118 C 6.22 0.75 9.49
119 O 5.71 1.60 10.41
120 C 4.74 2.44 9.77
121 C 4.33 1.60 8.57
122 O 5.51 0.82 8.34
123 H 3.93 2.66 10.45
124 H 5.23 3.37 9.47
125 H 3.50 0.93 8.81
126 H 4.08 2.18 7.69

Computed properties:
SMILES: Cc1ccc2c(c1)C(=O)C(CCCCC(F)(F)C(F)(F)S(F)(F)(F)(F)F)=C(N)C2=O.O=C1OCCO1.O=C1OCCO1.O=C1OCCO1.O=C1OCCO1.O=C1OCCO1.O=C1OCCO1.O=C1OCCO1.O=C1OCCO1
HOMO level (eV): -8.025
Frontier orbital gap (eV): 8.0

***

no.,strongest force on any atom (eV/Å)
1,1.449
2,4.252
3,8.894
4,4.899
5,1.050
6,1.109
7,1.266
8,4.696
9,0.757